(1)
ORCA calculation (wB97M-V/def2-TZVPD) on C24H56F5NO10P2Si2 as an isolated structure in a non-equilibrium geometry.

Last column: Löwdin charge in e.
Cartesian coordinates (Å):
C (-2.07937, 4.66495, 4.72940)  -0.13
O (-0.73505, 4.16874, 4.39961)  -0.25
C (-0.47053, 2.83841, 4.96802)  -0.23
C (-0.15119, 1.72344, 3.76319)  -0.16
C (-1.57937, 1.54956, 2.91034)  -0.22
C (-1.65488, 0.04418, 2.26667)  -0.27
C (-3.13087, -0.41493, 1.72819)  -0.29
Si (-4.46619, -0.66356, 3.10057)  0.56
C (-5.18707, 1.04331, 3.74495)  -0.26
C (-6.71184, 1.26534, 3.09175)  -0.23
C (-7.83227, 1.61938, 4.28072)  -0.08
C (-9.37286, 1.53234, 3.64691)  -0.19
F (-9.47825, 2.20316, 2.31793)  0.00
F (-9.68121, 0.08791, 3.41220)  -0.01
C (-10.52653, 2.12518, 4.64957)  -0.15
F (-10.66364, 3.59732, 4.37374)  0.02
F (-10.08926, 1.94875, 6.05643)  0.03
F (-11.88202, 1.51790, 4.43789)  0.03
O (-4.01464, -1.76726, 4.38735)  -0.43
Si (-3.04283, -1.00674, 5.63341)  0.59
C (-4.03815, -0.14953, 7.04401)  -0.38
N (-3.72564, 1.35952, 6.96851)  -0.10
H (-2.56286, 5.05802, 3.71145)  0.11
H (-2.05843, 5.58590, 5.47643)  0.10
H (-2.82176, 3.85896, 5.14143)  0.08
H (-1.26267, 2.45941, 5.74137)  0.11
H (0.55629, 2.92803, 5.56963)  0.13
H (0.73986, 2.08264, 3.09526)  0.12
H (0.04849, 0.71057, 4.33710)  0.10
H (-1.60218, 2.42595, 2.12365)  0.13
H (-2.42948, 1.72288, 3.72800)  0.06
H (-1.17347, -0.73895, 3.02091)  0.11
H (-0.92869, 0.05080, 1.32084)  0.12
H (-3.53242, 0.39358, 0.97502)  0.09
H (-3.02192, -1.41830, 1.09587)  0.10
H (-5.62025, -1.30129, 2.41331)  0.00
H (-4.55905, 1.97152, 3.33869)  0.09
H (-5.34685, 1.06694, 4.90347)  0.05
H (-6.68563, 2.23558, 2.40532)  0.12
H (-7.04314, 0.37868, 2.40359)  0.09
H (-7.72746, 2.72126, 4.68472)  0.15
H (-7.70606, 0.80423, 5.11513)  0.14
H (-2.04345, -0.07340, 5.13166)  -0.03
H (-2.27804, -2.10212, 6.28416)  -0.03
H (-5.18942, -0.36178, 7.03779)  0.09
H (-3.58416, -0.50807, 8.07647)  0.09
H (-4.66744, 1.85228, 6.91974)  0.07
H (-3.32122, 1.53516, 6.00099)  -0.01
O (-0.22161, -2.13107, -1.50579)  -0.24
P (0.28458, -2.65694, -2.87124)  0.74
O (1.54726, -1.59038, -2.97265)  -0.23
C (2.73646, -1.94651, -2.29236)  -0.30
C (3.39836, -3.15926, -2.91228)  -0.09
O (-0.84233, -1.76450, -3.73578)  -0.24
C (-2.04817, -1.37247, -3.06539)  -0.30
C (-1.88570, -0.03153, -2.34913)  -0.07
O (0.85018, -3.24452, -4.39694)  -0.21
C (0.34815, -4.54008, -4.71421)  -0.31
C (-1.16989, -4.59154, -4.78353)  -0.09
H (2.51624, -2.12344, -1.23477)  0.11
H (3.41725, -1.09101, -2.35211)  0.12
H (2.76586, -4.05145, -2.80757)  0.06
H (4.35457, -3.37439, -2.43423)  0.08
H (3.56371, -3.00997, -3.98670)  0.08
H (-2.36162, -2.15616, -2.36000)  0.10
H (-2.84714, -1.29640, -3.80306)  0.11
H (-0.92291, 0.07659, -1.84289)  0.07
H (-2.68542, 0.11987, -1.62125)  0.06
H (-1.92994, 0.78031, -3.08594)  0.08
H (0.71499, -5.24980, -3.96495)  0.11
H (0.76972, -4.82797, -5.68245)  0.12
H (-1.62072, -4.38841, -3.80948)  0.06
H (-1.50947, -5.58088, -5.10204)  0.08
H (-1.55492, -3.84345, -5.48413)  0.09
O (6.17681, 0.08549, -3.42235)  -0.24
P (7.55540, 0.05142, -4.12631)  0.74
O (8.04743, 1.52058, -3.54178)  -0.23
C (8.60974, 1.53198, -2.24274)  -0.31
C (9.93506, 0.80087, -2.19625)  -0.09
O (6.92474, 0.58283, -5.58702)  -0.24
C (5.53228, 0.35279, -5.84254)  -0.30
C (4.66553, 1.49931, -5.32121)  -0.07
O (9.09578, 0.01335, -4.91288)  -0.21
C (9.47208, -1.29491, -5.33484)  -0.31
C (8.48721, -1.91236, -6.31499)  -0.09
H (7.90126, 1.09556, -1.53149)  0.11
H (8.76248, 2.57889, -1.96064)  0.12
H (9.80400, -0.26884, -2.40971)  0.06
H (10.39890, 0.88702, -1.21309)  0.08
H (10.62709, 1.19424, -2.95148)  0.09
H (5.21910, -0.60492, -5.40126)  0.10
H (5.38874, 0.24824, -6.91806)  0.11
H (4.98394, 1.87551, -4.34549)  0.07
H (3.61820, 1.19713, -5.25762)  0.08
H (4.73902, 2.35073, -6.00942)  0.08
H (9.57167, -1.93214, -4.44959)  0.11
H (10.45782, -1.21805, -5.80442)  0.12
H (7.51275, -2.07824, -5.85002)  0.06
H (8.85015, -2.88075, -6.67003)  0.08
H (8.33029, -1.25620, -7.17728)  0.09

Cartesian forces, eV/Å:
-1.04 1.04 -0.92
-2.04 -1.36 1.52
2.57 -0.74 -0.05
-1.94 0.52 0.98
0.93 -0.12 0.90
0.85 0.38 -1.01
1.01 -0.08 -0.58
0.10 -0.52 0.17
-1.28 1.19 -0.30
-0.30 1.47 -0.26
-0.42 -0.31 -1.24
0.58 -1.61 -1.23
0.17 -1.94 4.04
0.60 4.06 0.58
-1.69 1.40 0.48
0.41 -4.94 1.26
-1.80 0.59 -4.67
4.90 2.15 1.02
0.98 3.20 -0.07
-1.49 -2.18 0.32
0.01 0.31 1.09
-1.64 -0.12 -1.72
1.05 -0.77 2.17
0.18 -2.02 -1.43
1.63 1.30 -0.63
1.19 0.78 -1.69
-2.19 -0.08 -1.10
-1.72 -0.83 1.37
-0.06 2.01 -1.32
-0.27 -1.94 1.43
1.67 -0.39 -1.94
-1.27 1.63 -1.52
-1.46 -0.08 2.04
0.70 -1.42 1.41
-0.22 2.07 1.40
0.13 -0.09 0.20
-1.17 -2.06 1.32
0.66 0.12 -2.13
-0.01 -2.19 1.35
0.44 1.62 1.61
0.02 -2.34 -0.72
-0.69 1.78 -1.47
-0.04 0.44 -0.32
-0.10 -0.01 -0.22
2.16 0.26 0.02
-1.12 0.46 -2.06
1.68 -0.60 0.26
-0.63 -0.07 1.60
0.92 -4.71 0.11
-0.32 9.65 -2.64
0.02 -0.74 0.20
0.55 0.15 0.13
0.07 -0.31 -0.24
-0.32 -1.43 0.03
0.00 0.07 0.60
0.05 0.30 -0.43
-0.92 -2.23 2.75
-0.27 -0.64 -0.54
-0.10 0.06 -0.19
0.03 0.03 0.04
-0.20 -0.04 -0.04
0.15 0.05 0.03
0.00 0.06 0.06
-0.03 0.02 0.27
0.15 0.29 -0.15
0.21 0.00 -0.29
-0.15 -0.30 0.01
0.00 -0.02 -0.03
-0.07 -0.10 0.14
0.04 -0.16 -0.19
0.07 0.16 0.15
-0.06 -0.02 0.07
0.11 0.05 0.04
0.11 -0.12 0.14
2.51 -3.94 1.18
-2.67 9.05 -3.38
0.24 -0.64 0.33
0.21 0.23 0.35
0.33 -0.20 -0.12
0.43 -1.45 0.03
-0.45 -0.02 0.46
0.15 0.35 -0.34
-1.34 -2.86 1.85
0.40 -0.59 -0.52
0.02 0.05 -0.22
-0.02 0.05 0.05
-0.14 -0.11 -0.16
0.06 0.11 0.12
-0.05 0.02 0.04
-0.19 -0.05 0.20
0.07 0.34 -0.06
0.33 0.13 -0.10
0.00 -0.33 -0.06
0.05 -0.01 -0.01
-0.08 -0.15 0.08
0.20 -0.09 -0.11
-0.11 0.15 0.14
-0.08 -0.05 0.01
0.03 0.08 0.09
0.04 -0.10 0.19

The calculation puts the total energy at -3515.95039 a.u. The calculation puts the lowest unoccupied orbital energy at -1.9 eV.

---

(2)
ORCA calculation (wB97M-V/def2-TZVPD) on a 2-piece molecular cluster, C5H9ClN2 overall in a non-equilibrium geometry.

Last column: Löwdin charge in e.
Cartesian coordinates (Å):
C (-1.45214, -1.15583, 0.60456)  -0.15
C (-1.48573, 0.33707, 0.15169)  -0.12
C (-0.35366, -1.69357, -0.35797)  -0.26
C (-0.05189, 0.49632, -0.23021)  -0.38
C (0.73066, 1.71671, -0.21737)  -0.07
N (0.48238, -0.62485, -0.59605)  0.00
N (3.89418, 0.96129, 0.58311)  -0.47
Cl (3.41742, -0.49822, 0.10760)  0.55
H (-1.28157, -1.20339, 1.70512)  0.11
H (-2.45180, -1.56013, 0.41995)  0.09
H (-1.95796, 0.27599, -0.77818)  0.10
H (-1.79359, 1.23512, 0.68325)  0.12
H (0.22963, -2.56628, 0.04321)  0.12
H (-0.80851, -1.99910, -1.35612)  0.13
H (1.47007, 1.78634, 0.51555)  0.01
H (0.03595, 2.64529, -0.12185)  0.11
H (1.37654, 1.84723, -1.15630)  0.11

Cartesian forces, eV/Å:
-1.32 0.90 0.73
1.64 -0.29 0.81
-1.82 -2.25 0.21
1.08 -2.73 -0.66
-0.86 3.32 -2.77
1.81 3.12 0.09
-0.14 -0.70 -0.19
0.41 0.70 0.26
0.40 -0.34 -0.83
0.24 -0.35 0.10
-1.31 0.49 -1.64
-0.64 -0.65 0.65
-0.68 0.65 -0.38
0.26 -0.01 1.11
0.87 -0.16 1.72
1.29 -1.45 -0.20
-1.22 -0.26 0.98

The calculation puts the total energy at -765.43429 a.u. The calculation puts the lowest unoccupied orbital energy (spin up / spin down) at -0.8 / -0.8 eV. For the energy above the lowest of the compared OMol25 structures with the same formula, charge and spin, the calculation gives 5.328 eV.

---

(3)
ORCA calculation (wB97M-V/def2-TZVPD) on a 3-piece molecular cluster, C3H10O3 overall in a non-equilibrium geometry.

Last column: Löwdin charge in e.
Cartesian coordinates (Å):
C (-1.71084, 1.40155, 0.12209)  -0.12
C (-1.39208, -0.03407, -0.18445)  -0.15
C (-1.00737, -0.46493, -1.38286)  -0.22
O (-0.30675, -1.63903, -1.60916)  -0.04
H (-2.73616, 1.70474, -0.26033)  0.09
H (-1.94334, 1.64583, 1.14748)  0.05
H (-1.02403, 2.24147, -0.10498)  0.08
H (-1.62293, -0.89808, 0.43622)  0.11
H (-0.91266, 0.17486, -2.26545)  0.12
H (0.47213, -1.37674, -2.09966)  0.09
O (2.23122, 1.29879, 0.36468)  -0.07
H (1.79147, 0.49952, 0.68318)  0.00
H (3.16238, 1.11768, 0.24559)  0.03
O (1.86709, -1.64083, 1.38100)  -0.05
H (1.60197, -1.50654, 2.30014)  0.05
H (1.52989, -2.52422, 1.22652)  0.04

Cartesian forces, eV/Å:
-2.37 1.31 -0.04
-0.34 -0.56 -0.81
1.91 1.33 -0.62
-1.09 -0.67 0.43
1.11 -0.32 -0.33
0.36 -0.79 0.88
0.11 -1.10 -0.62
0.47 0.57 0.99
-0.21 0.32 0.38
0.11 -0.09 -0.19
-0.55 0.42 -0.01
0.42 -0.15 -0.17
0.09 -0.38 0.11
-0.12 0.09 0.55
0.17 0.27 -0.05
-0.07 -0.24 -0.49

The calculation puts the total energy at -345.95752 a.u. The calculation puts the lowest unoccupied orbital energy at 0.6 eV. For the energy above the lowest of the compared OMol25 structures with the same formula, charge and spin, the calculation gives 1.549 eV.

---

(4)
ORCA calculation (wB97M-V/def2-TZVPD) on C17H29BrRhSi2 as an isolated structure in a non-equilibrium geometry.

Last column: Löwdin charge in e.
Cartesian coordinates (Å):
C (-0.39390, -1.72835, -2.40019)  -0.26
C (0.62016, -0.75529, -2.15745)  -0.25
C (1.31034, -1.14345, -0.96207)  -0.26
H (0.82924, 0.09180, -2.80621)  0.09
C (0.68236, -2.32474, -0.44022)  -0.25
C (-0.34860, -2.69809, -1.36369)  -0.25
H (-0.93303, -3.59225, -1.22382)  0.08
H (-1.03169, -1.72131, -3.28409)  0.09
H (2.14804, -0.61680, -0.51297)  0.07
H (0.91529, -2.85740, 0.47350)  0.08
Rh (-0.69378, -0.86527, -0.63018)  0.87
Br (-2.50540, 1.16821, -0.45795)  0.17
C (-3.83496, -1.74963, -0.67827)  -0.18
C (-3.45517, -3.11713, -0.77745)  -0.13
C (-3.12490, -3.38182, -2.14415)  -0.12
H (-3.42956, -3.84847, 0.03080)  0.09
C (-3.29283, -2.17024, -2.88071)  -0.16
C (-3.75857, -1.17461, -1.98456)  -0.19
H (-4.01670, -0.16060, -2.26733)  0.04
H (-4.15726, -1.24344, 0.22173)  0.07
H (-2.79355, -4.33474, -2.55781)  0.10
H (-3.08434, -2.03747, -3.94405)  0.09
C (0.93954, 1.51505, 3.73765)  -0.19
Si (1.02206, 0.25610, 2.33169)  0.39
C (2.83920, -0.24127, 2.18717)  -0.19
C (0.03108, -1.25604, 2.82714)  -0.20
C (0.21202, 0.88822, 0.74504)  -0.47
Si (1.04769, 2.33601, -0.18286)  0.39
C (2.84457, 2.06453, -0.72511)  -0.19
C (0.14311, 2.68809, -1.78846)  -0.24
C (1.11722, 3.92995, 0.82168)  -0.20
H (1.22691, 1.02083, 4.67657)  0.02
H (-0.07547, 1.90701, 3.87905)  0.03
H (1.61116, 2.37207, 3.60113)  0.01
H (3.20257, -0.59414, 3.16898)  0.03
H (2.98236, -1.06655, 1.47625)  0.02
H (3.48423, 0.59863, 1.88671)  0.01
H (-1.03400, -1.01068, 2.93171)  0.03
H (0.12592, -2.06060, 2.08794)  -0.01
H (0.39662, -1.63251, 3.79346)  0.02
H (-0.72609, 1.32874, 1.15957)  -0.10
H (2.92395, 1.28667, -1.49721)  0.02
H (3.23063, 3.00010, -1.17075)  0.03
H (3.50764, 1.80381, 0.11193)  0.01
H (-0.91665, 2.91465, -1.61521)  -0.05
H (0.61893, 3.54543, -2.28740)  0.02
H (0.18835, 1.82284, -2.45789)  -0.01
H (0.13171, 4.22550, 1.19597)  0.03
H (1.79984, 3.87511, 1.67770)  0.01
H (1.47372, 4.74352, 0.17470)  0.02

Cartesian forces, eV/Å:
0.75 -0.79 -2.97
1.90 -0.39 -1.45
2.75 -0.77 -0.50
0.09 -0.38 0.26
1.95 -1.10 -0.50
0.99 -2.04 -0.07
-0.10 0.14 -0.17
0.32 -0.02 0.55
-0.33 -0.17 -0.15
0.22 0.03 -0.29
-7.36 5.56 5.12
-0.77 -0.06 -0.14
0.24 -2.92 0.90
-0.92 2.06 0.92
-0.33 1.21 -1.14
0.02 0.34 -0.21
-0.48 -0.43 0.47
0.33 -0.71 -1.88
0.00 -0.28 0.21
0.10 -0.03 -0.18
-0.11 0.28 0.14
-0.20 -0.05 0.43
-0.05 0.04 0.31
-0.45 0.11 -1.33
0.26 -0.16 0.25
0.12 -0.27 0.58
1.39 1.50 1.29
-0.56 -1.06 0.07
0.24 0.01 -0.02
-0.05 0.49 -0.14
-0.07 0.31 0.09
-0.01 0.07 -0.08
0.13 -0.06 -0.10
-0.10 -0.17 -0.08
-0.09 0.09 -0.26
-0.01 0.21 0.11
-0.21 -0.25 0.06
0.18 -0.02 -0.06
-0.09 0.30 0.24
-0.16 -0.07 -0.05
0.58 -0.29 -0.35
0.02 0.10 0.21
-0.18 -0.27 0.16
-0.11 0.01 -0.25
0.36 -0.03 -0.09
-0.05 -0.10 -0.02
-0.09 0.30 0.17
0.05 -0.08 0.00
-0.08 -0.09 -0.10
-0.02 -0.09 0.06

Its charge is -1. The calculation puts the total energy at -3928.60674 a.u. The calculation puts the lowest unoccupied orbital energy (spin up / spin down) at 3.2 / 1.2 eV. For the energy above the lowest of the compared OMol25 structures with the same formula, charge and spin, the calculation gives 0.197 eV. The multiplicity is 5.